3 unconnected molecules or ions with the total composition C21H54BN3O15P3 in a non-equilibrium geometry. Source: the Open Molecules 2025 dataset; level of theory: wB97M-V/def2-TZVPD.

Summary:
Energy relative to the best compared isomer or geometry (same formula, charge and spin)   87.9 kcal per mole
Total energy   -86373.9200 eV
Frontier orbital gap   8.4 eV
Net charge   +1

Geometry as XYZ:
```
97
Properties=species:S:1:pos:R:3:forces:R:3
C 1.453648 -0.145409 1.924346 0.05 0.42 0.48
C 2.537981 0.854771 1.372102 -1.64 -0.99 -0.07
C 2.338995 1.060188 -0.156063 1.33 0.20 0.23
C 1.638317 2.375857 -0.552956 -0.03 -0.78 0.17
C 0.330992 2.660702 0.245761 0.05 0.33 0.40
C -0.929547 2.451692 -0.594386 1.10 -0.33 -1.57
C -1.000163 1.042360 -1.256276 0.15 -0.60 -0.41
O -1.961775 0.180719 -0.641944 0.07 1.46 0.97
C -3.318805 0.667316 -0.769595 0.13 -1.97 -1.65
C -3.780646 0.151710 -2.183701 -0.28 -0.30 1.02
C -3.648962 -1.382550 -2.343064 -0.39 -0.05 -0.66
N -4.906889 -2.107178 -2.003821 0.89 -0.13 0.06
C -4.159063 -0.123633 0.255641 0.47 0.70 0.28
C -4.182025 0.410897 1.714013 -0.83 -1.75 0.06
O -5.547998 0.365580 2.162867 0.12 0.65 0.04
C -3.393547 -0.518014 2.689526 -0.31 0.89 0.38
N -3.881703 -1.897067 2.729958 0.51 -0.18 -0.67
C -3.408701 2.225997 -0.612499 -0.24 -1.49 0.01
P -3.724306 3.231967 -2.133378 -0.70 3.58 -1.68
O -3.829195 4.674143 -1.824367 0.41 -1.08 0.98
O -2.589806 3.038330 -3.284588 -1.40 -0.97 0.84
O -5.153755 2.823251 -2.838820 1.78 -1.00 1.22
N -2.195350 2.623845 0.165507 0.27 0.72 0.76
B -2.320604 3.994811 0.855198 0.26 2.43 0.32
O -2.844446 4.078718 2.141827 0.60 -1.26 -0.94
O -1.870430 5.098051 0.216857 -0.74 -1.18 -0.26
C -2.626176 6.301828 0.506024 0.35 0.77 0.53
H 1.855956 -0.828068 2.688447 -0.08 0.20 -0.29
H 0.996492 -0.754517 1.134045 0.20 0.09 0.11
H 0.638450 0.418044 2.414639 0.13 -0.28 -0.13
H 2.373295 1.799995 1.908238 0.60 -0.14 -0.10
H 3.502949 0.404342 1.617968 0.02 0.49 -0.23
H 1.882289 0.157359 -0.583601 -0.05 0.32 0.04
H 3.343921 1.100538 -0.605152 -0.39 -0.03 -0.14
H 1.458707 2.346781 -1.638690 -0.11 0.13 0.23
H 2.356944 3.189504 -0.393129 -0.32 -0.11 0.06
H 0.439835 3.697560 0.603937 -0.60 -0.19 -0.16
H 0.251634 2.037607 1.150410 0.25 -0.03 -0.25
H -0.890111 3.178546 -1.419923 -0.41 0.04 0.41
H -0.038319 0.523368 -1.184341 -0.26 0.22 0.22
H -1.206945 1.106222 -2.336294 -0.07 0.26 0.32
H -4.859204 0.356498 -2.237353 0.34 0.08 -0.57
H -3.216950 0.613516 -2.999470 -0.24 0.20 0.24
H -3.494258 -1.556598 -3.418517 0.05 0.09 0.30
H -2.774247 -1.814006 -1.840487 -0.09 0.38 0.02
H -4.916895 -2.910474 -2.627040 -0.37 0.05 0.07
H -4.778667 -2.524283 -1.085528 -0.26 0.05 0.00
H -5.174280 -0.210209 -0.160690 0.17 0.30 0.31
H -3.785996 -1.156658 0.297944 0.15 0.36 -0.21
H -3.892685 1.462773 1.843677 0.08 -0.25 0.00
H -5.998680 -0.380817 1.758482 -0.01 0.01 0.01
H -3.580628 -0.084381 3.685319 0.23 0.00 -0.27
H -2.310202 -0.483779 2.506577 -0.21 -0.09 -0.08
H -4.739131 -2.030719 2.206352 -0.14 0.11 0.28
H -3.212542 -2.522606 2.292823 0.00 0.02 0.15
H -4.271978 2.431245 0.045747 0.12 0.13 -0.40
H -3.075379 2.980366 -4.124862 0.38 -0.02 -0.18
H -5.721949 2.504988 -2.119751 -0.49 0.05 -0.43
H -2.125198 1.980838 0.967981 -0.20 -0.27 -0.34
H -2.078930 4.235858 2.715894 -0.43 0.29 0.41
H -2.258241 6.704123 1.458950 -0.31 -0.08 -0.18
H -2.448626 7.064458 -0.255537 0.17 -0.52 -0.12
H -3.698691 6.097352 0.544213 0.27 -0.04 0.03
C 4.575256 2.521733 -5.147916 -0.03 0.42 0.34
O 4.238353 1.210562 -5.591823 -1.36 -2.91 -1.23
P 4.522034 -0.030710 -4.505139 3.84 3.29 4.97
O 4.092934 0.577875 -3.209632 -0.42 -0.64 -1.07
O 6.142554 0.049502 -4.755709 -0.41 -0.51 -0.60
C 6.644576 0.071908 -6.102808 0.16 0.12 0.11
O 4.635089 -1.624688 -4.003880 -1.96 0.62 -2.64
C 5.148931 -2.613581 -4.916846 0.22 -0.17 0.04
H 4.668450 3.143257 -6.038579 -0.05 -0.20 -0.09
H 3.782428 2.922465 -4.518914 0.08 -0.07 0.10
H 5.522204 2.528186 -4.608565 -0.06 -0.07 0.06
H 7.000317 1.074829 -6.337896 -0.04 0.00 -0.05
H 5.886609 -0.214209 -6.831521 0.05 0.06 -0.04
H 7.478791 -0.625097 -6.172825 -0.01 0.01 0.10
H 6.239184 -2.588404 -4.915379 -0.04 0.10 -0.01
H 4.777462 -2.456761 -5.928775 0.03 -0.11 -0.01
H 4.822006 -3.592796 -4.574188 -0.09 0.10 0.07
C 2.892304 -5.609749 2.817326 0.33 0.19 -0.39
O 1.800930 -5.405840 3.709710 -3.14 0.23 1.69
P 1.930028 -4.093428 4.760474 7.57 1.97 -1.73
O 2.547234 -3.083851 3.833012 -1.34 -0.59 0.60
O 3.035924 -4.907551 5.666527 -0.95 -0.19 0.45
C 2.725349 -6.234351 6.124573 0.23 -0.02 -0.05
O 1.649402 -3.025094 6.033430 -2.74 -1.79 -0.92
C 1.147484 -3.533925 7.283816 0.14 0.04 0.24
H 2.830653 -6.643045 2.473667 -0.19 0.01 0.15
H 2.807413 -4.946086 1.959328 0.08 0.10 0.09
H 3.848447 -5.457075 3.317222 -0.04 0.10 0.01
H 3.308161 -6.957503 5.554481 -0.06 -0.03 -0.02
H 1.666790 -6.471387 6.018776 0.05 -0.08 -0.01
H 2.997752 -6.310232 7.176653 0.04 0.09 -0.02
H 1.968423 -3.941979 7.874854 0.01 -0.04 -0.10
H 0.388094 -4.299607 7.129386 -0.03 0.03 0.12
H 0.700654 -2.707012 7.831715 0.01 0.04 -0.14
```
Positions in Å, forces in eV/Å.